Record 1
16
Properties=species:S:1:pos:R:3:nbo_charge:R:1 method="wB97M-V/def2-TZVPD" energy_ha=-605.90927 relative_energy_ev=1.167 smiles=CCO[C@@](C)(O)I max_force_ev_per_a=4.06 total_charge=0
C -2.50 0.84 0.02 -0.630
C 2.29 0.32 -0.68 -0.692
C -1.33 -0.16 0.25 -0.060
C 1.26 -0.57 -0.02 0.482
O 1.50 -0.58 1.30 -0.719
O -0.24 0.09 -0.56 -0.603
I 1.30 -2.50 -1.00 0.043
H -2.48 0.93 -1.10 0.213
H -3.49 0.56 0.31 0.218
H -2.34 1.85 0.39 0.212
H 2.03 0.42 -1.76 0.250
H 3.34 -0.07 -0.54 0.237
H 2.23 1.23 0.00 0.237
H -1.53 -1.22 0.08 0.167
H -1.01 0.02 1.36 0.128
H 0.98 -1.14 1.94 0.516

=====

Record 2
50
Properties=species:S:1:pos:R:3:nbo_charge:R:1 method="wB97M-V/def2-TZVPD" energy_ha=-1307.42243 relative_energy_ev=0.000 smiles="CC(C)(C)c1ccc(CC(=O)Nc2ncn(Cc3ccc(F)c(F)c3)n2)cc1" max_force_ev_per_a=2.79 total_charge=0
O 2.76 0.95 -1.82 -0.583
F 1.93 8.32 2.46 -0.298
F 1.08 7.03 4.78 -0.310
N 2.40 1.63 1.09 -0.286
N 0.35 0.94 1.66 -0.503
C 1.65 0.45 -1.66 0.687
C 1.30 1.08 0.68 0.452
C 0.87 1.49 2.70 0.198
C 2.74 6.22 1.61 -0.253
C 0.36 -2.30 -1.74 -0.214
C -1.27 -1.10 -3.00 -0.212
C 3.03 4.84 1.85 -0.206
C 2.03 5.00 4.03 -0.272
C -0.55 -3.24 -1.30 -0.210
C -2.21 -2.03 -2.58 -0.168
C 2.15 7.02 2.62 0.329
C 1.77 6.38 3.83 0.337
C 0.04 -1.23 -2.57 -0.057
C 2.70 4.23 3.06 -0.031
C -1.88 -3.13 -1.76 0.003
N 0.90 0.54 -0.50 -0.620
N 2.13 1.96 2.39 -0.192
C 1.05 -0.21 -2.92 -0.505
C 3.02 2.74 3.29 -0.228
C -3.17 -4.96 -2.81 -0.597
C -4.20 -3.65 -0.88 -0.598
C -2.38 -5.29 -0.48 -0.608
C -2.90 -4.23 -1.47 -0.087
H 0.39 1.51 3.64 0.207
H 2.97 6.72 0.67 0.237
H 1.36 -2.38 -1.33 0.212
H -1.60 -0.31 -3.68 0.213
H 3.49 4.24 1.08 0.241
H 1.75 4.58 4.99 0.227
H -0.29 -3.97 -0.53 0.222
H -3.19 -1.97 -2.96 0.198
H 0.02 0.05 -0.49 0.438
H 0.59 0.56 -3.52 0.236
H 1.87 -0.68 -3.49 0.249
H 4.06 2.57 3.06 0.237
H 2.89 2.45 4.34 0.222
H -3.30 -4.28 -3.66 0.211
H -4.06 -5.57 -2.76 0.207
H -2.33 -5.64 -3.05 0.212
H -4.87 -4.43 -0.55 0.210
H -3.98 -3.04 0.03 0.213
H -4.71 -3.03 -1.58 0.207
H -1.36 -5.69 -0.79 0.210
H -3.05 -6.18 -0.53 0.214
H -2.35 -4.95 0.54 0.213